# 1
The following is a quantum chemistry calculation of 16 unconnected molecules or ions with the total composition H32O16 at a distorted geometry, from the OMol25 dataset.

- molar mass (g mol⁻¹) = 288.2
- ΔE to the lowest compared entry with this formula, charge and spin (kJ/mol) = 432.44

ORCA input file:
```
! RIJCOSX wB97M-V def2-TZVPD def2/J DEFGRID3
* xyz 0 1
O 0.14 0.01 -0.04
H 0.08 -0.95 0.16
H 1.07 0.09 0.19
O -2.15 -1.45 0.77
H -3.01 -1.67 1.11
H -1.59 -1.25 1.61
O 0.99 3.20 1.12
H 0.13 3.63 1.33
H 1.19 2.49 1.66
O 2.67 -0.10 0.93
H 3.13 0.75 0.67
H 3.12 -0.73 0.38
O -1.74 1.83 0.85
H -2.41 1.81 0.22
H -1.14 1.16 0.60
O -1.13 -4.56 0.92
H -2.06 -4.38 0.90
H -0.69 -3.83 0.53
O -1.47 -2.72 -1.50
H -1.89 -2.38 -0.70
H -1.58 -3.68 -1.48
O 1.28 1.16 3.12
H 1.66 0.41 2.67
H 1.78 1.17 3.91
O -0.87 2.84 -1.41
H -1.72 3.27 -1.53
H -0.81 2.61 -0.50
O 0.79 -2.59 0.58
H 1.20 -2.43 1.43
H 1.36 -3.20 0.20
O 1.37 -0.60 -2.31
H 0.87 -0.65 -1.48
H 0.58 -0.59 -2.86
O 3.63 2.00 -0.42
H 4.28 1.48 -0.93
H 2.94 1.98 -1.11
O -2.82 0.36 -1.17
H -3.77 0.20 -1.30
H -2.62 -0.29 -0.47
O -0.67 -0.54 2.98
H -0.07 0.14 3.07
H -0.74 -0.97 3.80
O 1.58 2.14 -2.50
H 1.63 1.18 -2.49
H 0.68 2.18 -2.10
O -1.02 0.18 -3.40
H -0.90 1.17 -3.59
H -1.26 0.14 -2.46
*
```

Atom charges from the Löwdin analysis, given in e for atoms 1 to 5:
1 O -0.0687
2 H 0.0237
3 H 0.0134
4 O -0.0813
5 H 0.0738

***

# 2
The following is a quantum chemistry calculation of 2 unconnected molecules or ions with the total composition C9H14O at a distorted geometry, from the OMol25 dataset.

- molar mass (g mol⁻¹) = 138.2
- ΔE to the lowest compared entry with this formula, charge and spin (kJ/mol) = 79.72

ORCA input file:
```
! RIJCOSX wB97M-V def2-TZVPD def2/J DEFGRID3
* xyz 0 1
C 0.85 1.68 -1.36
C -0.23 1.52 -0.34
C -1.56 1.42 -0.77
C -2.60 0.94 0.00
C -2.35 0.70 1.35
C -1.07 0.91 1.84
C -0.01 1.30 1.01
H 0.88 2.66 -1.83
H 0.82 0.89 -2.10
H 1.87 1.70 -0.97
H -1.70 1.55 -1.84
H -3.59 0.89 -0.42
H -3.07 0.25 2.02
H -0.81 0.75 2.87
H 0.94 1.40 1.52
C 1.46 -1.77 -1.42
C 1.75 -2.92 -0.47
O 2.09 -2.47 0.84
H 1.24 -0.88 -0.83
H 0.54 -1.92 -1.99
H 2.24 -1.62 -2.15
H 0.89 -3.58 -0.32
H 2.60 -3.46 -0.90
H 2.30 -1.54 0.84
*
```

Atom charges from the Löwdin analysis, given in e for atoms 1 to 5:
1 C -0.0730
2 C -0.2871
3 C -0.0609
4 C -0.0783
5 C -0.0934

***

# 3
The following is a quantum chemistry calculation of a molecular structure, CH3NOS2 at a distorted geometry, from the OMol25 dataset.

- molar mass (g mol⁻¹) = 109.2
- ΔE to the lowest compared entry with this formula, charge and spin (kJ/mol) = 136.21

ORCA input file:
```
! RIJCOSX wB97M-V def2-TZVPD def2/J DEFGRID3
* xyz 0 1
C 0.42 0.90 0.04
N 0.57 -0.51 0.35
O -1.67 -2.09 0.06
S -1.44 1.03 0.04
S -0.90 -1.03 -0.56
H 0.82 1.75 0.74
H 0.78 0.95 -1.02
H 1.41 -1.02 0.35
*
```

Atom charges from the Löwdin analysis, given in e for atoms 1 to 5:
1 C -0.6476
2 N -0.3296
3 O -0.5181
4 S 0.5660
5 S 0.7061

***

# 4
The following is a quantum chemistry calculation of 2 unconnected molecules or ions with the total composition CH6NS2 at a distorted geometry, from the OMol25 dataset.

- molar mass (g mol⁻¹) = 96.2
- ΔE to the lowest compared entry with this formula, charge and spin (kJ/mol) = 17.31

ORCA input file:
```
! RIJCOSX wB97M-V def2-TZVPD def2/J DEFGRID3
* xyz 1 1
C -1.58 -1.11 -0.86
N -0.38 -1.04 -0.43
H -1.95 -2.05 -1.22
H -2.18 -0.22 -0.89
H -0.02 -0.15 -0.04
H 0.23 -1.86 -0.40
S 0.38 1.91 1.02
S 2.07 0.74 0.58
H 0.66 2.06 2.32
H 2.76 1.70 -0.08
*
```

Atom charges from the Löwdin analysis, given in e for atoms 1 to 5:
1 C 0.1850
2 N 0.1669
3 H 0.1196
4 H 0.1189
5 H -0.0474